ORCA calculation (ωB97M-V/def2-TZVPD) on one molecule with the formula C4H4O2 in a non-equilibrium geometry.

The geometry in XYZ format:
```
10
Properties=species:S:1:pos:R:3:nbo_charge:R:1
C 0.25 0.84 1.17 -0.71
C -0.39 -0.20 0.28 0.57
O -1.25 -0.95 0.65 -0.56
C 0.20 -0.20 -1.01 -0.68
C -0.27 -1.13 -1.80 0.82
O -0.88 -1.96 -2.32 -0.39
H 1.25 0.72 1.53 0.24
H -0.34 0.96 2.01 0.24
H 0.37 1.64 0.57 0.22
H 1.08 0.29 -1.09 0.26
```

Computed properties:
spin multiplicity	1
charge	0
total energy	-8306.2086	eV
ΔE to the lowest compared entry with this formula, charge and spin	0.869	eV
SMILES string	CC(=O)C=C=O